Computed, not measured: C37H48IrN3O2PSi as an isolated structure, with ωB97M-V/def2-TZVPD.

Cartesian coordinates (Å):
Ir  0.570  -0.361  -0.656
O  -5.904  -4.336  -0.705
C  -4.823  -4.959  -1.206
O  -4.867  -6.101  -1.548
C  -3.547  -4.160  -1.307
C  -2.635  -4.550  -2.283
C  -1.425  -3.897  -2.410
C  -1.101  -2.868  -1.528
C  -2.009  -2.466  -0.563
C  -3.231  -3.113  -0.453
N  0.179  -2.194  -1.596
C  1.145  -2.681  -2.283
C  2.370  -1.891  -2.337
C  3.505  -2.273  -3.012
C  4.620  -1.434  -2.966
C  4.541  -0.262  -2.242
C  3.361  0.058  -1.580
N  2.294  -0.734  -1.636
H  -5.750  -3.394  -0.577
H  -2.893  -5.370  -2.940
H  -0.759  -4.198  -3.208
H  -1.755  -1.681  0.135
H  -3.903  -2.819  0.344
H  1.090  -3.643  -2.779
H  3.520  -3.205  -3.560
H  5.530  -1.702  -3.485
H  5.384  0.411  -2.167
H  3.275  0.951  -0.981
C  -3.114  1.536  -0.641
C  -2.125  2.497  -1.317
C  -2.839  3.826  -1.605
C  -1.673  1.846  -2.642
P  -0.659  2.750  -0.173
N  0.167  1.317  -0.175
C  -1.182  3.002  1.614
C  0.084  3.301  2.438
C  -1.796  1.706  2.185
C  -2.194  4.144  1.750
C  0.523  4.075  -0.795
C  1.931  3.740  -0.278
C  0.128  5.490  -0.352
C  0.600  4.032  -2.326
H  -3.893  1.296  -1.366
H  -3.605  1.989  0.217
H  -2.643  0.601  -0.332
H  -3.560  3.653  -2.407
H  -2.169  4.613  -1.942
H  -3.392  4.193  -0.743
H  -2.525  1.309  -3.061
H  -0.869  1.119  -2.512
H  -1.356  2.576  -3.380
H  0.822  2.503  2.347
H  -0.214  3.359  3.485
H  0.549  4.249  2.186
H  -1.306  0.806  1.822
H  -2.861  1.630  1.989
H  -1.671  1.732  3.269
H  -1.861  5.079  1.307
H  -2.347  4.326  2.816
H  -3.162  3.881  1.328
H  2.018  3.748  0.803
H  2.619  4.490  -0.674
H  2.243  2.765  -0.640
H  0.178  5.630  0.724
H  -0.864  5.778  -0.696
H  0.839  6.187  -0.800
H  0.854  3.039  -2.699
H  1.400  4.710  -2.630
H  -0.309  4.375  -2.812
C  5.599  -2.097  2.664
C  5.224  -2.233  1.336
C  3.940  -1.886  0.940
C  3.011  -1.388  1.859
C  3.411  -1.254  3.193
C  4.692  -1.605  3.591
Si  1.234  -0.923  1.571
C  0.136  -2.343  2.033
C  -0.951  -2.149  2.892
C  -1.805  -3.201  3.206
C  -1.585  -4.458  2.662
C  -0.501  -4.672  1.817
C  0.350  -3.625  1.510
H  6.591  -2.392  2.981
H  5.933  -2.611  0.610
H  3.660  -2.044  -0.093
H  2.715  -0.879  3.937
H  4.984  -1.489  4.627
H  0.913  0.195  2.477
H  -1.125  -1.175  3.337
H  -2.633  -3.042  3.885
H  -2.240  -5.281  2.918
H  -0.323  -5.658  1.407
H  1.219  -3.815  0.886

Properties
E_LUMO (alpha / beta), eV: -7.19 / -7.86
Multiplicity: 2
Net charge: +2
Frontier orbital gap (alpha / beta), eV: 6.61 / 5.94
ΔE to the lowest compared entry with this formula, charge and spin, kJ/mol: 22.2
<S²>: 0.769

For each atom in turn, the Löwdin charge in e is: 1.164, 0.144, -0.473, 0.162, -0.104, 0.027, 0.009, -0.236, -0.038, 0.005, -0.052, -0.023, -0.246, 0.038, 0.010, 0.005, -0.085, -0.099, 0.105, 0.138, 0.114, 0.070, 0.127, 0.144, 0.139, 0.134, 0.133, 0.111, -0.077, -0.592, -0.050, -0.079, 1.036, -0.384, -0.586, -0.075, -0.087, -0.053, -0.602, -0.075, -0.060, -0.075, 0.102, 0.067, 0.060, 0.108, 0.064, 0.078, 0.096, 0.038, 0.076, 0.064, 0.102, 0.068, 0.022, 0.074, 0.100, 0.073, 0.108, 0.072, 0.070, 0.105, 0.043, 0.072, 0.079, 0.105, 0.082, 0.104, 0.074, -0.056, -0.067, -0.113, -0.314, -0.100, -0.056, 0.643, -0.349, -0.108, -0.064, -0.058, -0.063, -0.114, 0.116, 0.109, 0.068, 0.104, 0.117, -0.009, 0.092, 0.113, 0.117, 0.115, 0.104